# 1
Density functional theory data (the ωB97M-V functional and the def2-TZVPD basis) for one molecule with the formula C3H4N4O in a non-equilibrium geometry.

The SMILES is [H]/N=c1/[nH]cc(/N=N/[H])o1. The calculation puts the HOMO energy at -8.57 eV. As for the lowest unoccupied orbital energy: -0.043 hartree. The multiplicity is 1. The calculation puts the HOMO-LUMO gap at 7.4 eV. Its charge is 0. Its max |F| is 0.1718 hartree/bohr.

```
12
C3H4N4O, DFT the ωB97M-V functional and the def2-TZVPD basis
H -1.39 -1.84 1.92
N -0.74 -2.44 1.27
C -0.37 -1.45 0.51
N 0.14 -1.37 -0.76
C 0.22 0.08 -1.00
C -0.10 0.68 0.07
N -0.21 1.96 0.29
N 0.93 2.57 -0.28
H 0.77 3.61 0.04
O -0.60 -0.14 1.09
H 0.47 -2.14 -1.46
H 0.89 0.49 -1.71
```


# 2
Density functional theory data (the ωB97M-V functional and the def2-TZVPD basis) for C20H18NPbS4 as an isolated structure.

The calculation puts the HOMO energy at -3.72 eV. As for the lowest unoccupied orbital energy: 0.098 hartree. The multiplicity is 1. The calculation puts the HOMO-LUMO gap at 6.4 eV. Its charge is -1. Its max |F| is 0.0038 hartree/bohr.

```
44
C20H18NPbS4, DFT the ωB97M-V functional and the def2-TZVPD basis
Pb 0.16 -1.52 1.73
S -1.86 -2.75 3.30
C -2.99 -1.41 3.19
C -3.68 -0.95 4.32
C -4.59 0.09 4.25
C -4.86 0.71 3.03
C -4.19 0.27 1.90
C -3.27 -0.76 1.97
S -2.41 -1.35 0.53
C -2.17 0.20 -0.38
C -1.03 0.06 -1.35
C -1.00 0.85 -2.49
C 0.14 0.83 -3.27
C 1.20 0.02 -2.89
C 1.07 -0.76 -1.75
C 2.22 -1.59 -1.26
S 2.98 -0.82 0.21
C 3.34 0.78 -0.49
C 4.48 0.86 -1.29
C 4.81 2.02 -1.96
C 3.97 3.12 -1.81
C 2.86 3.06 -1.01
C 2.48 1.89 -0.30
S 1.07 1.90 0.70
N -0.03 -0.74 -1.00
H -3.47 -1.42 5.27
H -5.10 0.42 5.15
H -5.57 1.52 2.97
H -4.40 0.75 0.94
H -1.89 0.97 0.35
H -3.08 0.50 -0.89
H -1.83 1.50 -2.72
H 0.22 1.46 -4.15
H 2.12 0.00 -3.45
H 2.97 -1.70 -2.04
H 1.88 -2.57 -0.94
H 5.12 -0.02 -1.37
H 5.70 2.07 -2.58
H 4.20 4.05 -2.33
H 2.22 3.92 -0.89
C 0.52 -3.61 0.80
H 1.58 -3.84 0.74
H 0.08 -3.65 -0.19
H 0.02 -4.35 1.43
```


# 3
Density functional theory data (the ωB97M-V functional and the def2-TZVPD basis) for C33H31N3OReS3 as an isolated structure in a non-equilibrium geometry.

The calculation puts the HOMO energy (spin up / spin down) at -7.53 / -7.63 eV. As for the lowest unoccupied orbital energy (spin up / spin down): -0.034 / -0.031 hartree. The multiplicity is 2. The calculation puts the HOMO-LUMO gap (spin up / spin down) at 6.6 / 6.8 eV. Its charge is 0. Its max |F| is 0.0561 hartree/bohr.

```
72
C33H31N3OReS3, DFT the ωB97M-V functional and the def2-TZVPD basis
Re 0.96 0.40 -0.42
C 0.65 2.02 3.88
C 1.03 1.13 2.74
N 0.45 1.34 1.59
N -0.35 2.45 1.55
C -0.30 3.14 0.47
S 0.67 2.74 -0.92
S -1.11 4.69 0.39
C -2.80 4.25 0.95
C -3.60 3.67 -0.18
C -4.33 2.51 -0.02
C -5.06 1.99 -1.07
C -5.06 2.62 -2.30
C -4.34 3.79 -2.47
C -3.61 4.31 -1.42
C 2.11 0.18 2.89
C 2.41 -0.36 4.14
C 3.56 -1.08 4.37
C 4.47 -1.29 3.33
C 4.19 -0.81 2.08
C 3.01 -0.08 1.79
O 2.83 0.37 0.61
H 0.91 3.05 3.61
H 1.16 1.77 4.80
H -0.43 1.99 4.03
H -3.22 5.20 1.28
H -2.70 3.56 1.78
H -4.34 2.01 0.94
H -5.63 1.08 -0.93
H -5.62 2.20 -3.13
H -4.33 4.30 -3.43
H -3.04 5.22 -1.55
H 1.70 -0.23 4.95
H 3.77 -1.49 5.35
H 5.38 -1.83 3.51
H 4.86 -1.00 1.25
S 2.85 -3.72 -1.39
C 2.19 -3.92 0.21
C 2.29 -5.00 1.05
C 1.60 -4.96 2.25
C 0.83 -3.85 2.60
C 0.75 -2.75 1.77
C 1.43 -2.78 0.56
N 1.43 -1.81 -0.40
C 2.10 -2.15 -1.48
C 2.18 -1.27 -2.61
C 2.76 -1.64 -3.82
C 2.83 -0.73 -4.85
C 2.34 0.56 -4.66
C 1.77 0.92 -3.45
C 1.65 0.03 -2.39
H 2.88 -5.87 0.78
H 1.64 -5.80 2.92
H 0.29 -3.86 3.53
H 0.16 -1.88 2.02
H 3.15 -2.64 -3.94
H 3.27 -1.00 -5.79
H 2.41 1.29 -5.46
H 1.42 1.94 -3.32
C -3.25 -1.40 -0.80
C -1.79 -1.24 -1.23
C -1.71 -1.26 -2.75
C -1.23 0.07 -0.66
H -3.69 -2.29 -1.26
H -3.83 -0.54 -1.13
H -3.35 -1.48 0.28
H -1.23 -2.10 -0.83
H -2.35 -0.48 -3.16
H -2.04 -2.22 -3.15
H -0.69 -1.07 -3.08
H -1.62 0.16 0.37
H -1.70 0.89 -1.22
```


# 4
Density functional theory data (the ωB97M-V functional and the def2-TZVPD basis) for a 2-piece molecular cluster, C25H28N2O6P overall.

The calculation puts the HOMO energy at -11.46 eV. As for the lowest unoccupied orbital energy: -0.158 hartree. The multiplicity is 1. The calculation puts the HOMO-LUMO gap at 7.2 eV. Its charge is +1. Its max |F| is 0.0102 hartree/bohr.

```
62
C25H28N2O6P, DFT the ωB97M-V functional and the def2-TZVPD basis
C 4.10 -5.54 -2.57
C 3.34 -4.61 -3.52
C 3.19 -3.19 -2.95
O 1.78 -2.89 -2.85
C 1.49 -1.76 -2.07
C 0.36 -1.00 -2.70
C -0.53 -0.28 -1.92
O -0.44 -0.27 -0.59
C -1.54 -0.88 0.15
C -1.22 -2.31 0.54
C -1.64 -3.34 -0.51
C -1.49 0.55 -2.56
N -1.59 0.66 -3.85
N -0.77 -0.11 -4.55
C 0.16 -0.94 -4.08
P 1.21 -1.91 -5.35
O 0.57 -3.39 -5.26
O 0.48 -1.29 -6.70
H 3.58 -5.64 -1.62
H 5.11 -5.16 -2.38
H 4.21 -6.53 -3.01
H 3.87 -4.56 -4.47
H 2.34 -5.00 -3.70
H 3.66 -2.45 -3.60
H 3.63 -3.12 -1.95
H 1.20 -2.03 -1.05
H 2.36 -1.09 -1.99
H -2.45 -0.84 -0.47
H -1.69 -0.24 1.03
H -1.76 -2.50 1.47
H -0.16 -2.39 0.78
H -2.70 -3.59 -0.40
H -1.07 -4.27 -0.42
H -1.51 -2.97 -1.53
H -2.16 1.17 -1.97
H -0.86 0.01 -5.55
H -0.31 -3.53 -5.63
H -0.42 -1.59 -6.89
C 1.42 3.25 1.06
C 1.03 1.94 1.30
C 0.13 1.64 2.31
C -0.40 2.67 3.08
C 0.00 3.98 2.86
C 0.91 4.27 1.85
C -0.53 5.10 3.70
O -0.19 6.24 3.50
C -1.48 4.74 4.80
C -1.95 5.75 5.63
C -2.84 5.45 6.64
C -3.27 4.14 6.84
C -2.80 3.13 6.01
C -1.90 3.43 5.00
C -1.40 2.32 4.14
O -1.78 1.18 4.27
H 2.12 3.48 0.27
H 1.44 1.13 0.70
H -0.17 0.63 2.51
H 1.20 5.30 1.69
H -1.61 6.77 5.46
H -3.20 6.24 7.29
H -3.97 3.91 7.63
H -3.12 2.11 6.15
```


# 5
Density functional theory data (the ωB97M-V functional and the def2-TZVPD basis) for a 5-piece molecular cluster, C30H33F34N3O8 overall in a non-equilibrium geometry.

The SMILES is CCC[C@H](C)OC(=O)N(CCN)N(C(=O)F)C(=O)F.FC(F)C(F)(F)COC(F)(F)C(F)F.FC(F)C(F)(F)COC(F)(F)C(F)F.FC(F)C(F)(F)COC(F)(F)C(F)F.FC(F)C(F)(F)COC(F)(F)C(F)F. The calculation puts the HOMO energy at -9.94 eV. As for the lowest unoccupied orbital energy: 0.003 hartree. The multiplicity is 1. The calculation puts the HOMO-LUMO gap at 10.0 eV. Its charge is 0. Its max |F| is 0.0525 hartree/bohr.

```
108
C30H33F34N3O8, DFT the ωB97M-V functional and the def2-TZVPD basis
C -2.97 -2.38 0.63
C -2.83 -1.59 1.93
C -1.43 -1.03 2.15
C -0.93 -0.10 1.05
C -2.04 0.69 0.38
O -0.32 -0.88 -0.02
C 1.04 -0.94 0.01
O 1.72 -0.03 -0.41
N 1.63 -2.17 0.46
C 2.06 -2.15 1.87
C 2.59 -0.82 2.34
N 3.20 -1.06 3.67
N 0.67 -3.23 0.23
C 1.10 -4.46 0.82
O 1.94 -5.22 0.41
F 0.45 -4.70 1.94
C 0.57 -3.45 -1.18
O 1.42 -3.25 -2.00
F -0.63 -3.88 -1.50
H -3.29 -3.39 0.85
H -2.06 -2.47 0.07
H -3.71 -1.92 -0.01
H -3.02 -2.27 2.75
H -3.56 -0.81 2.03
H -0.76 -1.88 2.21
H -1.40 -0.48 3.08
H -0.22 0.63 1.40
H -1.70 1.67 0.10
H -2.34 0.18 -0.53
H -2.88 0.83 1.04
H 2.88 -2.85 1.97
H 1.29 -2.48 2.56
H 1.75 -0.13 2.46
H 3.32 -0.41 1.67
H 3.41 -0.15 4.05
H 2.46 -1.45 4.24
F -3.67 -0.27 -4.76
C -4.63 -0.37 -3.82
F -4.28 0.44 -2.79
C -4.78 -1.80 -3.29
F -3.66 -2.18 -2.66
F -5.78 -1.74 -2.36
C -5.20 -2.90 -4.29
O -4.20 -3.75 -4.83
C -3.47 -3.43 -5.96
F -3.97 -2.35 -6.59
F -3.60 -4.47 -6.81
C -1.98 -3.29 -5.66
F -1.75 -2.33 -4.74
F -1.33 -2.94 -6.80
H -5.58 -0.01 -4.23
H -5.81 -3.58 -3.70
H -5.86 -2.51 -5.07
H -1.58 -4.24 -5.29
F 2.92 2.47 -2.86
C 3.42 1.22 -2.99
F 4.46 1.11 -2.13
C 3.92 0.95 -4.41
F 4.97 1.75 -4.70
F 4.39 -0.33 -4.39
C 2.90 1.00 -5.56
O 2.82 2.18 -6.36
C 2.04 3.26 -6.03
F 1.21 2.99 -5.01
F 1.26 3.52 -7.11
C 2.87 4.52 -5.79
F 3.76 4.34 -4.79
F 2.04 5.53 -5.43
H 2.65 0.50 -2.70
H 3.24 0.25 -6.26
H 1.91 0.68 -5.24
H 3.41 4.80 -6.70
F 6.16 -3.42 5.94
C 7.41 -3.67 6.35
F 7.46 -4.97 6.73
C 7.83 -2.80 7.53
F 7.08 -3.08 8.61
F 9.11 -3.17 7.82
C 7.88 -1.27 7.33
O 6.79 -0.48 7.79
C 5.67 -0.23 7.02
F 5.83 -0.64 5.75
F 5.51 1.11 6.99
C 4.40 -0.81 7.66
F 4.50 -2.14 7.83
F 3.35 -0.57 6.83
H 8.10 -3.54 5.50
H 8.71 -0.94 7.95
H 8.16 -1.00 6.31
H 4.21 -0.35 8.63
F -5.74 3.45 -1.22
C -4.52 3.19 -0.71
F -4.51 1.87 -0.39
C -4.23 4.04 0.53
F -5.08 3.71 1.53
F -2.98 3.69 0.95
C -4.20 5.57 0.36
O -5.34 6.33 0.74
C -6.38 6.59 -0.13
F -6.10 6.21 -1.39
F -6.56 7.92 -0.15
C -7.70 5.98 0.37
F -7.59 4.65 0.52
F -8.67 6.23 -0.53
H -3.77 3.35 -1.49
H -3.44 5.90 1.07
H -3.82 5.86 -0.62
H -7.98 6.42 1.33
```


# 6
Density functional theory data (the ωB97M-V functional and the def2-TZVPD basis) for C14H22BNO2Zn as an isolated structure in a non-equilibrium geometry.

The calculation puts the HOMO energy (spin up / spin down) at 1.35 / 2.79 eV. As for the lowest unoccupied orbital energy (spin up / spin down): 0.167 / 0.165 hartree. The multiplicity is 1. The calculation puts the HOMO-LUMO gap (spin up / spin down) at 3.2 / 1.7 eV. Its charge is -2. Its max |F| is 0.0898 hartree/bohr.

```
41
C14H22BNO2Zn, DFT the ωB97M-V functional and the def2-TZVPD basis
C 1.19 -1.72 -3.68
C -0.24 -1.64 -3.90
C -0.90 -2.23 -2.80
C 0.07 -2.68 -1.87
C 1.37 -2.37 -2.37
Zn 1.03 -0.13 -2.28
C -1.69 1.94 -2.46
C -0.30 1.63 -2.51
C 0.47 2.29 -3.52
N 0.34 1.45 -1.02
H -1.97 -2.40 -2.73
H -0.69 -1.30 -4.83
H -0.14 -3.34 -1.03
H 2.31 -2.78 -2.03
H 1.95 -1.65 -4.45
H -2.10 2.81 -3.11
H 0.87 2.33 -0.74
H -2.32 1.25 -1.81
H -0.05 2.99 -4.20
H 1.52 2.02 -3.67
C -1.96 0.18 2.38
C -0.58 0.83 2.44
C -0.42 1.64 3.70
O -0.52 1.72 1.29
B 0.01 0.90 0.29
O 0.62 -0.29 0.73
C 0.57 -0.25 2.17
C 1.92 0.14 2.75
C 0.29 -1.64 2.70
H -2.05 -0.54 1.54
H -2.70 0.98 2.29
H -2.14 -0.35 3.31
H -1.21 2.39 3.74
H -0.57 0.96 4.55
H 0.55 2.13 3.80
H 1.84 0.09 3.84
H 2.69 -0.59 2.46
H 2.26 1.15 2.45
H -0.62 -2.07 2.30
H 1.12 -2.32 2.48
H 0.17 -1.54 3.77
```